(1)
Here is C5H8O in the gas phase from the Open Molecules 2025 dataset. Energies are from ωB97M-V/def2-TZVPD.

```
14
Properties=species:S:1:pos:R:3:forces:R:3
C 0.144850 0.396556 2.258140 -0.0408 0.0512 0.2712
C -0.360776 0.256572 0.906128 -1.7152 0.6910 0.5430
C -1.167326 0.337301 -0.017409 0.2477 0.0839 0.1664
C -1.001846 -0.017760 -1.430865 0.1696 0.0406 0.3274
C 0.484761 -0.565643 -1.496953 0.7631 -0.1098 0.5706
O 1.203047 -0.609127 -0.204452 0.3527 -0.3508 -1.1936
H 0.979198 1.100256 2.360098 -0.1429 -0.0813 -0.1240
H -0.725346 0.812485 2.765257 0.2211 0.0142 0.5364
H 0.430534 -0.550881 2.722210 -0.0957 0.0693 -0.1079
H -1.747855 -0.767072 -1.743989 0.4812 0.0769 0.0784
H -1.172884 0.854822 -2.081443 0.3094 -0.2706 0.1529
H 0.470139 -1.620515 -1.765684 0.0582 0.1574 -0.2635
H 1.086402 0.017681 -2.193413 -0.0866 -0.1509 -0.0911
H 1.794367 0.138068 -0.002721 -0.5217 -0.2210 -0.8662
```
Positions in Å, forces in eV/Å.

The HOMO-LUMO gap is 0.3396 Ha. Its energy above the lowest of the compared OMol25 structures with the same formula, charge and spin is 83.2 kcal per mole. The total energy comes out at -270.42535 a.u. The structure (SMILES) is CC#CCCO. The spin multiplicity is 1.

(2)
Here is 2 unconnected molecules or ions with the total composition C3H11N2O from the Open Molecules 2025 dataset. Energies are from ωB97M-V/def2-TZVPD.

```
17
Properties=species:S:1:pos:R:3:forces:R:3
C 0.475886 -0.493656 1.091212 -0.1227 -0.0285 -0.3226
C -0.528232 -1.461894 0.485551 0.1600 -0.0103 -0.0581
N -0.013539 -2.829889 0.568689 -0.1373 -0.1052 -0.0032
N -0.100665 0.851815 1.166464 0.2211 -0.0086 0.1136
H 0.731068 -0.845710 2.091043 0.0436 0.1254 0.1537
H 1.384850 -0.531473 0.479432 0.0710 -0.0879 0.0991
H -1.498379 -1.324800 0.970650 -0.0642 0.0643 0.0700
H -0.642621 -1.215059 -0.569543 -0.1217 0.0175 -0.0505
H -0.672894 -3.473207 0.144622 0.0867 0.0436 -0.0856
H 0.046121 -3.115003 1.538139 0.0684 0.0179 0.1109
H 0.602761 1.503354 1.491756 0.0360 0.0085 0.1919
H -0.335784 1.161831 0.225231 -0.2870 -0.1672 0.2715
C 0.126699 2.391399 -1.967095 0.1077 -0.4448 -0.4445
O -0.485530 1.237530 -1.528221 0.0579 0.3139 -0.3107
H -0.613446 3.112249 -2.324680 -0.0806 0.1114 0.1054
H 0.652525 2.847161 -1.121134 -0.0592 0.0870 0.1817
H 0.871179 2.185351 -2.742118 0.0204 0.0631 -0.0226
```
Positions in Å, forces in eV/Å.

The HOMO-LUMO gap (spin up / spin down) is 0.3706 / 0.2639 Ha. Its energy above the lowest of the compared OMol25 structures with the same formula, charge and spin is 17.0 kcal per mole. The total energy comes out at -305.54473 a.u. The spin multiplicity is 2.

(3)
Here is a molecular structure, C3H5NO2 from the Open Molecules 2025 dataset. Energies are from ωB97M-V/def2-TZVPD.

```
11
Properties=species:S:1:pos:R:3:forces:R:3
N 1.674050 1.098559 0.145019 0.0329 -0.7445 -0.5228
C 1.722443 0.108282 -0.541355 0.1853 0.8692 0.6116
O 0.039105 -0.440368 -1.201606 0.0229 -0.0652 -0.0567
C -0.739823 -0.789913 -0.093122 -0.0934 -0.0601 0.1044
C -1.444840 0.420311 0.496370 -0.2089 -0.0780 0.3417
O -1.998499 0.408379 1.568967 0.2260 0.0251 -0.4527
H 2.510448 1.471996 0.580675 -0.0156 -0.0244 -0.0152
H 1.321914 -0.820347 -1.132906 -0.1405 -0.0215 -0.0497
H -0.156257 -1.261172 0.716968 -0.0587 0.0676 -0.0956
H -1.506061 -1.520587 -0.392216 0.0548 0.1018 0.0619
H -1.422477 1.324862 -0.146790 -0.0047 -0.0700 0.0730
```
Positions in Å, forces in eV/Å.

The HOMO-LUMO gap is 0.3792 Ha. Its energy above the lowest of the compared OMol25 structures with the same formula, charge and spin is 112.9 kcal per mole. The total energy comes out at -322.39445 a.u. The spin multiplicity is 1.

(4)
Here is 2 unconnected molecules or ions with the total composition C4H8Si from the Open Molecules 2025 dataset. Energies are from ωB97M-V/def2-TZVPD.

```
13
Properties=species:S:1:pos:R:3:forces:R:3
C 0.326184 0.001588 -0.645486 2.5983 0.3958 2.5396
C 0.045092 -0.221255 0.673404 0.3378 2.1420 0.5828
C -0.125952 -0.467940 -1.947045 -3.8186 0.4415 1.1755
C -1.066833 -0.734886 1.650195 3.2021 -2.6782 -3.0960
Si 1.519961 1.000272 0.453033 -3.2302 0.9315 -0.7682
H -0.845925 -1.278395 -1.693946 0.5652 -0.0538 -0.7248
H 0.546873 -0.729728 -2.724072 0.7628 0.0474 -0.3606
H -0.846706 0.350848 -2.220997 0.7792 -0.5494 -0.6182
H -1.622288 -1.437902 1.063615 -0.8076 -0.3443 -0.6766
H -1.743063 -0.117187 2.087754 -1.3602 2.5121 1.1173
H -0.642871 -1.423992 2.352138 0.5751 0.1080 0.8593
H 2.884731 1.390019 0.201120 0.8195 -0.9425 0.1601
H 1.570796 3.668558 0.750287 -0.4234 -2.0100 -0.1903
```
Positions in Å, forces in eV/Å.

The HOMO-LUMO gap (spin up / spin down) is 0.2902 / 0.2628 Ha. Its energy above the lowest of the compared OMol25 structures with the same formula, charge and spin is 130.8 kcal per mole. The total energy comes out at -446.44780 a.u. The spin multiplicity is 1.

(5)
Here is 18 unconnected molecules or ions with the total composition C27H53BCl35FIN4O from the Open Molecules 2025 dataset. Energies are from ωB97M-V/def2-TZVPD.

```
123
Properties=species:S:1:pos:R:3:forces:R:3
C 5.152921 -1.678147 0.468680 -0.1652 0.3008 0.2415
C 5.446085 -0.098618 0.376272 -0.8717 0.0610 -0.0226
C 4.471973 0.534037 -0.721161 0.9787 0.0138 -0.7850
F 5.002586 1.749909 -1.310937 -1.1665 -1.9073 1.4079
N 3.133198 0.806883 -0.120162 -3.1708 0.1696 0.5816
C 2.825251 1.760940 0.916410 -3.5740 1.2151 1.0642
C 3.772415 2.747263 1.740348 1.1079 -2.0628 -0.1811
C 4.038125 2.020837 3.179330 -0.0677 -0.9681 -0.0273
N 3.111608 2.484913 4.252571 0.0252 -0.8696 0.0049
C 1.310114 1.757125 1.208790 5.1504 -2.2214 -3.0728
I 0.139082 2.961213 2.586153 0.9736 -1.1328 -1.6034
N 0.873259 0.710296 0.295823 1.9115 -0.2625 -1.4355
B -0.615563 0.397733 0.351193 -3.5832 -0.9967 -0.2075
O -1.616534 1.227407 -0.309070 2.6578 -1.6470 0.2705
N -1.105712 -0.775275 1.119012 2.6878 1.8141 0.4404
C -0.006204 -1.727286 1.473609 -0.0267 -1.7719 -0.1398
C -1.756359 -0.392375 2.423494 -1.1166 -0.1498 1.2522
C 1.913818 0.126766 -0.519027 -0.0751 2.8138 2.7328
Cl 1.750531 -1.181514 -1.757780 0.2033 2.4243 2.2692
H 4.762987 -2.112260 -0.521514 0.9155 0.6064 1.3770
H 6.120993 -2.179997 0.802869 -1.5307 0.4233 -0.5375
H 4.324395 -1.878710 1.243104 1.3608 0.2840 -1.0923
H 5.160084 0.355809 1.384421 0.6038 -0.4804 -1.4132
H 6.536806 0.160717 0.169324 -1.5986 -0.4352 -0.0325
H 4.272057 -0.159405 -1.620248 0.4350 1.0105 1.5563
H 4.797096 2.751919 1.214113 -1.6663 0.4404 0.6589
H 3.337824 3.788868 1.879131 0.4643 -1.4874 -0.3851
H 5.114413 2.140723 3.527074 -1.4759 0.0425 -0.7043
H 3.853475 0.887803 3.026278 0.5366 1.6160 0.0580
H 2.341418 1.793777 4.333520 0.6447 0.8051 -0.0429
H 3.562966 2.463350 5.179038 -0.0580 0.0297 -0.7610
H -1.589376 0.928923 -1.251539 -0.2992 0.6315 0.7473
H 0.863253 -1.262457 2.049950 -1.0851 -0.4463 -0.6028
H 0.400908 -2.272329 0.542732 -0.6267 0.9579 1.3730
H -0.486907 -2.553630 2.119806 0.9593 1.2713 -0.9940
H -1.885151 0.726419 2.588545 0.1523 -1.4299 -0.4852
H -2.793188 -0.866316 2.551330 1.6397 0.5743 -0.2745
H -1.070037 -0.785713 3.262194 -1.1844 0.7531 -1.1426
C 1.812689 1.486197 -4.758172 0.3623 0.0049 -0.0070
Cl 0.086248 1.544136 -4.376143 -0.1048 -0.1313 0.2704
Cl 2.082940 1.559701 -6.501347 0.0374 -0.0125 0.1411
H 2.307938 2.334670 -4.287083 -0.1445 -0.0167 -0.1388
H 2.228639 0.555614 -4.374244 -0.1658 0.0584 -0.1277
C -2.431752 -4.645347 -0.041112 -0.2427 0.2004 -0.0663
Cl -3.786424 -5.356737 0.835159 0.0147 0.0739 -0.1152
Cl -0.890316 -5.045243 0.724051 0.0263 0.0328 0.1846
H -2.428516 -5.028092 -1.057492 0.0606 -0.0727 0.3493
H -2.549948 -3.562200 -0.054402 0.0589 -0.1279 0.1176
C -7.727026 -6.028548 0.443730 -0.1974 0.0909 -0.0156
Cl -6.707560 -6.518062 1.802817 -0.1629 -0.0478 0.1515
Cl -6.826871 -6.056971 -1.078162 -0.1351 0.0299 -0.0685
H -8.569624 -6.714038 0.369312 0.2310 0.0075 -0.0014
H -8.088826 -5.016977 0.620481 0.1775 -0.1278 -0.0201
C -3.574322 -6.114623 4.542952 0.1773 -0.0365 -0.1603
Cl -3.602921 -4.368774 4.821230 0.0347 0.0956 -0.0911
Cl -4.932533 -6.912548 5.346636 0.0422 -0.0955 -0.0450
H -3.636274 -6.302710 3.472222 -0.0873 0.0877 0.1688
H -2.645213 -6.519882 4.934588 -0.2649 0.1854 0.0675
C 0.192746 4.751312 -5.394628 -0.0300 -0.1494 0.0252
Cl 1.789824 5.431751 -5.727395 -0.0191 -0.0773 0.0861
Cl -1.093529 5.828145 -5.949506 -0.0524 -0.0508 -0.1332
H 0.100361 3.796962 -5.909840 0.0016 0.2679 -0.0430
H 0.089067 4.602370 -4.320307 -0.0358 0.1314 -0.1384
C -0.277331 8.020386 -3.289772 0.2310 -0.0213 -0.0702
Cl -0.310926 9.763873 -2.995416 0.0952 0.0461 -0.0327
Cl -1.634754 7.210018 -2.496386 0.2917 0.2628 0.0062
H -0.337001 7.841591 -4.361630 -0.1152 0.0799 0.1905
H 0.654624 7.613660 -2.898990 -0.1636 0.0931 0.0514
C 0.000497 -7.707523 -1.927207 0.0670 -0.2961 -0.0366
Cl 0.782719 -6.121469 -1.882684 0.3342 -0.1154 -0.2021
Cl -1.759510 -7.556249 -1.839454 0.0657 -0.1375 0.0184
H 0.266179 -8.207109 -2.857329 -0.1011 0.1864 0.0884
H 0.347753 -8.296474 -1.079826 -0.1103 0.2130 -0.0373
C 5.769580 6.787789 -4.980554 0.2697 0.1347 -0.0578
Cl 4.723778 7.744680 -6.035559 0.0799 0.0096 0.0085
Cl 4.846941 5.550560 -4.117464 0.1417 -0.0741 0.1278
H 6.532918 6.301504 -5.585701 -0.2201 0.0088 0.0457
H 6.239799 7.448808 -4.254436 -0.1920 -0.0887 -0.0694
C -0.396966 8.774718 0.505760 -0.0673 0.2857 -0.1491
Cl -0.043207 7.064730 0.789399 0.0700 -0.1470 -0.0522
Cl -0.674445 9.630625 2.026821 0.0065 0.0375 -0.0572
H 0.448267 9.230073 -0.007537 -0.0798 -0.1177 0.1586
H -1.289492 8.852807 -0.112533 0.1134 -0.1026 0.1557
C -3.947044 4.255434 -2.140670 0.0752 0.0754 0.1638
Cl -5.186027 3.034939 -2.458126 -0.0153 -0.0344 0.1225
Cl -3.154930 4.769157 -3.635294 -0.2354 -0.4268 -0.0227
H -4.414751 5.120686 -1.673028 -0.0061 -0.1233 -0.1725
H -3.198884 3.833402 -1.470920 -0.0981 -0.0170 -0.1614
C 5.729406 5.082678 5.360636 -0.0831 -0.0316 0.3929
Cl 6.815028 4.312783 6.523993 -0.0651 -0.0285 0.0286
Cl 6.115574 4.591412 3.704728 0.0340 0.1881 -0.0886
H 4.704490 4.790798 5.585729 0.1570 -0.0180 -0.1073
H 5.831221 6.160550 5.442210 0.1199 -0.3066 -0.0290
C -2.870794 -10.275090 5.269607 -0.2573 -0.1674 0.1939
Cl -1.851178 -8.892335 4.850296 0.1437 -0.1390 0.0496
Cl -2.723898 -11.564402 4.070488 -0.0493 0.0039 0.0702
H -2.563722 -10.658543 6.241208 0.0831 0.0655 -0.2069
H -3.908587 -9.948011 5.312705 0.1856 0.0358 -0.1311
C -5.871309 -0.073669 4.087687 -0.1779 0.1398 0.0806
Cl -4.807449 -0.833238 5.277695 -0.0156 0.0644 0.0372
Cl -5.458187 -0.578213 2.441634 -0.1683 0.0659 -0.0287
H -6.899775 -0.362235 4.298238 0.2055 -0.0818 -0.0659
H -5.769141 1.007739 4.161510 0.0900 -0.1899 -0.0513
C 5.302961 9.144959 5.035822 0.0951 0.3299 0.0275
Cl 4.968519 7.814379 3.919458 -0.0727 0.3437 -0.3346
Cl 4.625844 8.821091 6.635808 0.0537 0.0354 0.0006
H 6.381063 9.267936 5.126147 -0.1667 -0.1361 0.0109
H 4.859124 10.057509 4.641472 -0.0366 -0.2110 0.0608
C -0.595699 -3.627291 -4.187137 0.1109 -0.2510 -0.1406
Cl -0.645431 -1.884488 -3.879248 0.0453 0.0655 -0.1793
Cl -1.944059 -4.443977 -3.395795 0.0177 0.0760 -0.3854
H -0.654815 -3.799445 -5.261175 -0.1104 0.1349 0.1410
H 0.338971 -4.030935 -3.800468 -0.1890 0.0616 0.0568
C -4.169046 -10.315317 -1.747699 0.0878 0.0501 -0.1676
Cl -5.835475 -9.745279 -1.590882 0.0467 0.0570 -0.0934
Cl -3.721568 -11.364354 -0.397235 0.1185 0.0108 -0.0346
H -4.072549 -10.874374 -2.677175 -0.1069 0.0042 0.1925
H -3.501227 -9.455573 -1.762032 -0.2084 -0.2025 0.1213
C -3.725734 -2.408388 -6.413448 -0.1136 0.0699 0.1951
Cl -2.474676 -1.972551 -7.585106 0.0948 0.0659 0.0927
Cl -4.655260 -3.807934 -6.960351 -0.0075 0.0273 0.1134
H -3.251892 -2.648513 -5.462597 -0.0371 -0.0381 -0.1793
H -4.400423 -1.563342 -6.286231 0.0924 -0.1351 -0.1411
```
Positions in Å, forces in eV/Å.

The HOMO-LUMO gap is 0.3046 Ha. Its net charge is +1. The total energy comes out at -17883.62826 a.u. The spin multiplicity is 1.